# 1
{"formula": "C22H44BN3O7PS", "method": "wB97M-V/def2-TZVPD", "elements": ["C", "C", "O", "B", "O", "C", "C", "N", "P", "O", "O", "S", "C", "N", "C", "C", "C", "C", "N", "C", "H", "H", "H", "H", "H", "H", "H", "H", "H", "H", "H", "H", "H", "H", "C", "C", "O", "C", "C", "H", "H", "H", "H", "H", "H", "H", "H", "H", "H", "C", "C", "O", "C", "C", "H", "H", "H", "H", "H", "H", "H", "H", "H", "H", "C", "C", "O", "C", "C", "H", "H", "H", "H", "H", "H", "H", "H", "H", "H"], "positions_angstrom": [[4.823, -0.687, 0.798], [3.243, -1.002, 0.450], [2.915, -0.981, -0.984], [2.896, 0.389, -1.535], [2.785, 0.532, -3.030], [2.974, 1.778, -0.660], [4.229, 2.687, -0.123], [3.819, 3.925, 0.677], [4.831, 5.212, 1.409], [5.250, 4.914, 3.089], [3.922, 6.728, 1.256], [6.476, 5.277, 0.305], [2.284, 3.782, 0.690], [1.813, 2.556, -0.081], [0.306, 2.335, -0.158], [-0.684, 3.588, -0.471], [-2.232, 3.087, -0.484], [-2.571, 1.537, -0.258], [-1.705, 0.358, 0.024], [-0.309, 0.873, 0.074], [4.873, 0.227, 1.562], [5.329, -1.603, 1.347], [5.461, -0.350, -0.136], [2.530, -0.329, 1.120], [3.045, -2.121, 0.816], [3.678, 0.800, -3.417], [5.352, 2.396, -0.351], [4.642, 4.210, 3.471], [3.216, 6.774, 1.988], [1.500, 4.505, 1.217], [-0.300, 4.683, -0.617], [-3.100, 3.866, -0.662], [-3.733, 1.260, -0.323], [0.495, 0.027, 0.336], [5.412, -3.619, -2.138], [6.846, -3.847, -1.688], [6.990, -3.929, -0.272], [6.271, -4.974, 0.379], [6.658, -6.363, -0.099], [5.011, -2.702, -1.690], [5.364, -3.528, -3.228], [4.756, -4.440, -1.843], [7.455, -2.999, -2.016], [7.272, -4.735, -2.163], [5.193, -4.809, 0.281], [6.500, -4.893, 1.447], [6.446, -6.504, -1.161], [6.106, -7.126, 0.459], [7.731, -6.532, 0.045], [-7.149, -1.273, -1.941], [-6.641, -0.010, -2.618], [-5.230, 0.165, -2.509], [-4.419, -0.861, -3.077], [-4.640, -1.051, -4.568], [-6.874, -1.275, -0.879], [-8.238, -1.339, -2.023], [-6.726, -2.174, -2.389], [-7.102, 0.857, -2.134], [-6.947, 0.025, -3.667], [-4.563, -1.800, -2.533], [-3.378, -0.564, -2.911], [-5.665, -1.355, -4.794], [-3.967, -1.821, -4.958], [-4.451, -0.115, -5.105], [-5.772, 1.461, 5.249], [-6.167, 2.002, 3.884], [-5.188, 1.767, 2.875], [-4.867, 0.404, 2.608], [-6.058, -0.419, 2.146], [-4.820, 1.899, 5.573], [-6.541, 1.699, 5.991], [-5.645, 0.377, 5.237], [-6.287, 3.087, 3.959], [-7.137, 1.606, 3.569], [-4.389, -0.049, 3.482], [-4.114, 0.410, 1.812], [-6.842, -0.465, 2.905], [-5.748, -1.443, 1.919], [-6.500, 0.021, 1.245]], "total_charge": 1, "largest_force_ev_per_a": 8.316, "homo_lumo_gap_ev": 6.74, "homo_ev": -11.41, "energy_ha": -2319.413895}

# 2
{"formula": "C27H46BINO18P", "method": "wB97M-V/def2-TZVPD", "elements": ["C", "C", "C", "O", "C", "O", "O", "H", "H", "H", "H", "H", "H", "C", "C", "C", "O", "C", "O", "O", "H", "H", "H", "H", "H", "H", "C", "C", "C", "O", "C", "O", "O", "H", "H", "H", "H", "H", "H", "C", "C", "C", "O", "C", "O", "O", "H", "H", "H", "H", "H", "H", "C", "C", "C", "O", "C", "O", "O", "H", "H", "H", "H", "H", "H", "C", "C", "C", "O", "C", "O", "O", "H", "H", "H", "H", "H", "H", "N", "P", "B", "C", "C", "C", "I", "H", "H", "H", "H", "H", "H", "H", "H", "H", "H"], "positions_angstrom": [[-1.720, 3.009, -0.332], [-0.782, 1.918, -0.783], [-0.646, 1.742, -2.287], [-0.421, 0.330, -2.418], [-0.939, -0.276, -1.339], [-1.070, -1.460, -1.221], [-1.293, 0.618, -0.403], [-2.752, 2.671, -0.436], [-1.544, 3.284, 0.706], [-1.583, 3.895, -0.955], [0.199, 2.011, -0.312], [0.187, 2.281, -2.729], [-1.569, 1.997, -2.813], [-0.915, 1.984, 8.170], [-1.617, 1.960, 6.834], [-1.904, 0.577, 6.276], [-1.791, 0.783, 4.862], [-1.006, 1.865, 4.647], [-0.590, 2.188, 3.581], [-0.771, 2.515, 5.802], [0.145, 1.776, 8.028], [-1.019, 2.948, 8.665], [-1.337, 1.217, 8.821], [-2.530, 2.560, 6.846], [-2.897, 0.204, 6.505], [-1.138, -0.140, 6.587], [1.997, -0.800, -4.408], [3.454, -1.166, -4.271], [3.940, -1.410, -2.852], [5.300, -0.963, -2.903], [5.417, -0.075, -3.914], [6.373, 0.607, -4.106], [4.303, -0.068, -4.671], [1.850, 0.247, -4.144], [1.636, -0.944, -5.424], [1.386, -1.402, -3.735], [3.720, -2.011, -4.913], [3.919, -2.453, -2.549], [3.396, -0.802, -2.124], [-2.434, -3.043, -5.443], [-2.686, -1.557, -5.529], [-2.768, -0.985, -6.936], [-2.219, 0.327, -6.778], [-1.418, 0.324, -5.689], [-0.679, 1.205, -5.389], [-1.568, -0.821, -4.995], [-1.380, -3.244, -5.634], [-2.690, -3.439, -4.463], [-3.029, -3.565, -6.194], [-3.561, -1.263, -4.944], [-3.779, -0.902, -7.326], [-2.141, -1.547, -7.633], [6.981, 3.653, -3.550], [7.686, 4.981, -3.445], [9.199, 4.901, -3.333], [9.521, 6.028, -2.515], [8.426, 6.351, -1.784], [8.420, 7.133, -0.891], [7.352, 5.656, -2.214], [6.929, 3.185, -2.567], [5.971, 3.757, -3.941], [7.526, 2.979, -4.211], [7.399, 5.657, -4.256], [9.721, 4.990, -4.282], [9.510, 3.988, -2.819], [-7.200, -3.192, 3.809], [-6.352, -1.956, 3.992], [-4.850, -2.186, 3.941], [-4.348, -1.205, 4.851], [-5.335, -0.890, 5.723], [-5.174, -0.238, 6.704], [-6.506, -1.417, 5.323], [-7.211, -3.766, 4.736], [-8.224, -2.943, 3.539], [-6.777, -3.818, 3.022], [-6.640, -1.162, 3.299], [-4.416, -2.021, 2.957], [-4.579, -3.179, 4.310], [-2.421, -5.759, 1.615], [-1.803, -4.315, 1.642], [-1.348, -3.633, 3.423], [-0.551, -2.351, 3.789], [-0.241, -1.299, 2.712], [0.675, -1.836, 1.602], [2.400, -0.629, 1.268], [-3.307, -5.845, 1.140], [-0.620, -4.150, 0.889], [-2.562, -3.251, 1.086], [-1.820, -4.300, 4.292], [0.382, -2.668, 4.292], [-1.136, -1.886, 4.601], [0.200, -0.413, 3.173], [-1.181, -0.948, 2.271], [0.185, -1.888, 0.637], [1.087, -2.820, 1.836]], "largest_force_ev_per_a": 0.337, "homo_lumo_gap_ev": 8.01, "homo_ev": -8.54, "smiles": "C[C@@H]1COC(=O)O1.C[C@@H]1COC(=O)O1.C[C@@H]1COC(=O)O1.C[C@@H]1COC(=O)O1.C[C@@H]1COC(=O)O1.C[C@@H]1COC(=O)O1.N=[PH2]BCCCI", "energy_ha": -3129.438148}

# 3
{"formula": "C36H85BCl2FIN2O12PS9", "method": "wB97M-V/def2-TZVPD", "elements": ["C", "C", "C", "F", "C", "P", "O", "Cl", "C", "C", "C", "C", "C", "I", "C", "C", "C", "C", "S", "O", "O", "Cl", "C", "C", "C", "C", "O", "C", "C", "C", "S", "N", "B", "O", "N", "C", "C", "H", "H", "H", "H", "H", "H", "H", "H", "H", "H", "H", "H", "H", "H", "H", "H", "H", "H", "H", "H", "H", "H", "H", "H", "H", "H", "H", "H", "H", "H", "H", "H", "H", "H", "H", "H", "H", "H", "H", "H", "H", "H", "H", "C", "S", "O", "C", "H", "H", "H", "H", "H", "H", "C", "S", "O", "C", "H", "H", "H", "H", "H", "H", "C", "S", "O", "C", "H", "H", "H", "H", "H", "H", "C", "S", "O", "C", "H", "H", "H", "H", "H", "H", "C", "S", "O", "C", "H", "H", "H", "H", "H", "H", "C", "S", "O", "C", "H", "H", "H", "H", "H", "H", "C", "S", "O", "C", "H", "H", "H", "H", "H", "H"], "positions_angstrom": [[-0.409, -2.311, 3.663], [-0.507, -0.752, 3.579], [0.440, -0.279, 2.474], [1.470, 0.414, 3.156], [-0.192, 0.579, 1.359], [-0.985, 2.217, 2.062], [-0.271, 3.491, 1.296], [-0.379, 2.490, 4.047], [-1.512, -0.085, 0.845], [-1.449, -0.967, -0.448], [-2.903, -0.870, -1.045], [-3.425, -1.828, -2.140], [-2.490, -2.470, -3.179], [-3.452, -4.181, -4.106], [-0.978, -2.373, -0.018], [-2.008, -3.451, 0.347], [-3.122, -3.101, 1.351], [-4.370, -3.966, 1.005], [-5.770, -3.095, 1.788], [-6.322, -2.177, 0.860], [-5.331, -2.428, 2.964], [-7.195, -4.448, 2.350], [-0.516, -0.344, -1.531], [0.280, 0.951, -1.162], [-0.431, 2.239, -1.549], [-1.891, 2.472, -1.206], [-2.705, 2.465, -2.042], [1.463, 0.794, -2.204], [2.182, 2.068, -2.698], [1.842, 2.399, -4.167], [2.331, 4.081, -4.665], [0.808, 0.716, 0.220], [2.139, 1.397, 0.585], [3.129, 0.507, 0.931], [2.457, 2.801, 0.549], [2.650, 3.325, 1.943], [3.815, 3.023, -0.071], [-0.608, -2.624, 4.687], [0.624, -2.608, 3.452], [-1.016, -2.816, 2.917], [-0.194, -0.425, 4.567], [-1.549, -0.414, 3.464], [0.988, -1.105, 2.007], [-1.006, 4.071, 1.045], [-2.281, 0.669, 0.651], [-1.974, -0.719, 1.597], [-3.652, -0.828, -0.249], [-2.938, 0.130, -1.484], [-4.183, -1.283, -2.708], [-3.988, -2.631, -1.664], [-1.480, -2.719, -2.871], [-2.386, -1.765, -4.005], [-0.342, -2.245, 0.868], [-0.307, -2.820, -0.744], [-2.452, -3.896, -0.547], [-1.439, -4.279, 0.784], [-3.478, -2.072, 1.359], [-2.901, -3.359, 2.385], [-4.587, -3.993, -0.059], [-4.310, -4.949, 1.466], [0.168, -1.130, -1.870], [-1.058, -0.064, -2.438], [-0.427, 2.304, -2.637], [0.135, 3.119, -1.225], [-2.280, 2.753, -0.205], [1.018, 0.382, -3.112], [2.144, -0.008, -1.893], [2.056, 2.969, -2.101], [3.255, 1.862, -2.707], [0.778, 2.273, -4.386], [2.381, 1.711, -4.820], [2.444, 4.745, -3.493], [1.108, -0.269, 0.131], [3.414, 0.653, 1.845], [3.448, 2.799, 2.483], [2.925, 4.374, 1.834], [1.745, 3.271, 2.546], [3.684, 3.893, -0.724], [4.565, 3.314, 0.659], [4.120, 2.207, -0.723], [-3.462, 0.549, 6.434], [-3.980, -0.175, 4.873], [-3.165, 0.474, 3.798], [-5.606, 0.578, 4.831], [-2.439, 0.234, 6.633], [-3.500, 1.637, 6.369], [-4.113, 0.194, 7.232], [-5.511, 1.664, 4.866], [-6.192, 0.220, 5.677], [-6.092, 0.283, 3.902], [1.800, -5.835, -0.736], [2.421, -4.162, -0.655], [1.455, -3.290, -1.404], [3.843, -4.411, -1.723], [0.879, -5.883, -0.153], [1.595, -6.105, -1.768], [2.537, -6.514, -0.307], [3.511, -4.766, -2.699], [4.516, -5.136, -1.265], [4.358, -3.458, -1.835], [-8.133, 3.050, -1.151], [-6.716, 3.338, -0.082], [-6.909, 4.661, 0.565], [-5.520, 3.560, -1.407], [-9.012, 2.923, -0.521], [-8.278, 3.905, -1.811], [-7.971, 2.143, -1.734], [-5.829, 4.383, -2.052], [-5.438, 2.640, -1.983], [-4.557, 3.792, -0.961], [-2.318, -7.365, -5.864], [-0.926, -8.490, -5.711], [-0.073, -7.993, -4.598], [-0.126, -8.012, -7.248], [-2.944, -7.468, -4.980], [-1.965, -6.338, -5.940], [-2.895, -7.634, -6.749], [0.094, -6.944, -7.233], [-0.779, -8.252, -8.087], [0.802, -8.574, -7.338], [8.079, 6.058, 1.822], [6.745, 6.246, 0.638], [5.637, 5.340, 1.073], [7.590, 5.434, -0.729], [7.747, 6.469, 2.773], [8.318, 5.001, 1.943], [8.950, 6.609, 1.475], [7.864, 4.417, -0.445], [8.480, 6.005, -0.994], [6.910, 5.404, -1.580], [-0.246, -7.640, 3.864], [-1.302, -7.419, 2.429], [-0.816, -6.207, 1.707], [-2.773, -6.944, 3.348], [0.750, -7.907, 3.514], [-0.195, -6.712, 4.434], [-0.639, -8.445, 4.484], [-2.563, -6.060, 3.953], [-3.087, -7.771, 3.984], [-3.562, -6.718, 2.635], [7.332, 11.317, 0.154], [7.293, 9.567, -0.252], [8.176, 8.871, 0.725], [8.211, 9.708, -1.792], [6.840, 11.453, 1.115], [8.365, 11.658, 0.222], [6.796, 11.879, -0.610], [9.188, 10.152, -1.600], [7.648, 10.321, -2.496], [8.340, 8.709, -2.204]], "total_charge": 1, "largest_force_ev_per_a": 3.860, "homo_lumo_gap_ev": 8.62, "homo_ev": -10.15, "energy_ha": -7702.499994, "de_lowest_kcal_mol": 6.95}

Which formula does entry 1 have? C22H44BN3O7PS